Entry 1:
This record from OMol25 describes C30H42MgN6OSiTe as an isolated structure. The level of theory is ωB97M-V/def2-TZVPD.

Element x y z (Å)
Mg1 -0.12727 1.26414 0.02242
C1 3.12948 -0.35271 2.12362
N1 2.57467 0.97645 2.05688
C2 2.60521 1.63416 3.34147
C3 3.20437 1.79994 1.03847
C4 3.09653 1.23328 -0.36107
C5 4.27557 0.99362 -1.06571
C6 4.23754 0.49645 -2.36294
C7 3.00497 0.24199 -2.94624
C8 1.83570 0.48656 -2.22854
C9 1.82714 0.98710 -0.91725
H1 4.19848 -0.35058 2.42114
H2 3.04917 -0.83464 1.14873
H3 2.57074 -0.94154 2.85610
H4 3.64291 1.81639 3.68951
H5 2.08939 1.02664 4.08805
H6 2.08695 2.59182 3.27109
H7 4.27445 1.96562 1.28840
H8 2.71066 2.77689 1.07484
H9 5.23514 1.19256 -0.59349
H10 5.15842 0.31071 -2.90681
H11 2.95347 -0.14422 -3.96087
H12 0.88172 0.27895 -2.70555
C10 0.40740 5.16364 2.83334
Si1 -0.63703 4.10128 1.64275
C11 -2.45401 4.50878 1.89964
C12 -0.13028 4.64471 -0.08288
N2 -0.33215 2.42385 1.77694
C13 -0.54003 1.68298 2.88304
C14 -0.85840 2.17430 4.17618
C15 -0.95465 1.36022 5.29356
C16 -0.76466 -0.01039 5.20037
C17 -0.51761 -0.55133 3.93700
C18 -0.44249 0.26391 2.83208
O1 -0.21092 -0.28179 1.55609
C19 -0.74616 -1.53972 1.31179
C20 0.12687 -2.59817 1.14318
C21 -0.38868 -3.87298 0.92736
C22 -1.76168 -4.06632 0.87918
C23 -2.62008 -2.97932 1.01155
C24 -2.12134 -1.70307 1.22023
H13 -0.02478 6.16493 2.93293
H14 1.41930 5.27750 2.43238
H15 0.49852 4.73289 3.83168
H16 -2.69208 5.50643 1.51603
H17 -2.76539 4.46102 2.94672
H18 -3.02739 3.77663 1.32358
H19 0.19171 5.69178 -0.08987
H20 -0.95323 4.51490 -0.78828
H21 0.70472 4.04225 -0.45541
H22 -1.03249 3.23650 4.28772
H23 -1.18809 1.81022 6.25350
H24 -0.83428 -0.65306 6.06881
H25 -0.40814 -1.62171 3.81226
H26 1.19244 -2.41089 1.18752
H27 0.28614 -4.71044 0.79491
H28 -2.16420 -5.05680 0.70264
H29 -3.69001 -3.11793 0.91741
H30 -2.75946 -0.82882 1.26582
Te1 -2.57651 1.32640 -1.22790
C25 -1.25326 -1.10455 -4.18604
N3 -0.74088 -1.87220 -3.05591
C26 0.08064 -2.95891 -3.54254
N4 -0.66696 -3.86873 -4.44185
C27 -1.19606 -3.05569 -5.54489
N5 -2.04596 -1.95515 -5.09854
C28 -3.15263 -2.51870 -4.31748
N6 -2.68866 -3.31670 -3.18034
C29 -1.87697 -2.42550 -2.32139
C30 -1.82120 -4.37573 -3.68500
H31 -0.41276 -0.68182 -4.74492
H32 -1.86791 -0.29103 -3.79166
H33 0.45187 -3.53996 -2.69368
H34 0.93592 -2.55252 -4.09054
H35 -1.77628 -3.70711 -6.20824
H36 -0.35377 -2.64372 -6.10808
H37 -3.75931 -3.15355 -4.97376
H38 -3.76362 -1.69806 -3.93878
H39 -1.50116 -3.00299 -1.47556
H40 -2.48340 -1.59526 -1.94875
H41 -2.40226 -5.03438 -4.34075
H42 -1.45170 -4.95974 -2.83734

**Energy relative to the best compared isomer or geometry (same formula, charge and spin)**: 0.0 kcal per mole
**Net charge**: -2
**Lowest unoccupied orbital energy**: 4.49 eV
**Spin multiplicity**: 1
**Energy**: -63398.5773 eV
**M**: 682.70 g mol⁻¹
**HOMO energy**: 0.2 eV
**Kohn-Sham gap**: 4.274 eV

***

Entry 2:
This record from OMol25 describes C4H4N3O3 as an isolated structure at a distorted geometry. The level of theory is ωB97M-V/def2-TZVPD.

Element x y z (Å)
C1 -1.21632 1.26219 -1.37456
C2 1.71655 -0.41554 -0.70620
C3 -0.28115 0.69174 0.75264
C4 0.45429 -1.47074 1.41487
N1 -1.21014 0.95997 -2.53266
N2 -0.51950 1.64497 -0.33229
N3 0.18285 -0.45415 0.34738
O1 2.22391 -1.46472 -0.59614
O2 -0.63276 1.13453 1.84575
O3 -1.82610 0.68951 -3.55894
H1 0.94897 -1.05534 2.23675
H2 -0.41630 -1.93606 1.62312
H3 1.08768 -2.16475 0.86569
H4 -0.51198 2.57840 0.01460

**Energy relative to the best compared isomer or geometry (same formula, charge and spin)**: 147.5 kcal per mole
**Net charge**: -1
**Lowest unoccupied orbital energy**: 3.67 eV
**Spin multiplicity**: 1
**Energy**: -14822.6934 eV
**M**: 142.09 g mol⁻¹
**HOMO energy**: -4.0 eV
**Kohn-Sham gap**: 7.661 eV

***

Entry 3:
This record from OMol25 describes a 13-piece molecular cluster, C21H53N11O27S2 overall at a distorted geometry. The level of theory is ωB97M-V/def2-TZVPD.

Element x y z (Å)
C1 2.76059 1.46919 3.05620
N1 2.92889 1.65313 4.57815
O1 2.37179 0.84740 5.29447
O2 3.75992 2.48545 4.99523
H1 2.55846 2.45576 2.63915
H2 1.86954 0.85433 2.92943
H3 3.69899 1.02750 2.72091
C2 -2.27320 -3.98611 3.58501
N2 -1.69518 -2.91875 2.78771
O3 -2.44737 -2.40673 2.03127
O4 -0.44792 -2.80916 2.83641
H4 -1.64978 -4.05142 4.47674
H5 -2.12950 -4.90535 3.01717
H6 -3.23924 -3.70671 4.00548
C3 -1.72138 5.73418 2.11937
N3 -1.17688 6.57684 3.29091
O5 -0.59832 7.66129 3.07060
O6 -1.33361 6.12136 4.46435
H7 -1.80352 6.27305 1.17545
H8 -2.68023 5.41987 2.53155
H9 -1.19634 4.79753 1.93195
C4 3.32979 0.05353 -3.11648
N4 4.01355 1.33121 -3.35473
O7 3.26823 2.29839 -3.38935
O8 5.22137 1.28384 -3.48030
H10 3.41943 -0.34337 -2.10528
H11 3.81166 -0.69408 -3.74656
H12 2.27287 0.18318 -3.34930
C5 4.29555 3.85642 -0.53970
N5 3.31174 3.03671 0.20098
O9 3.45643 1.79414 0.03594
O10 2.39894 3.68075 0.72091
H13 3.84117 4.48421 -1.30620
H14 5.12921 3.26725 -0.92179
H15 4.54815 4.56337 0.25056
C6 -3.88949 -2.31302 -0.81188
N6 -3.36338 -3.41620 -1.67609
O11 -2.30108 -3.30925 -2.25308
O12 -3.85676 -4.50910 -1.61011
H16 -2.99028 -1.88998 -0.36403
H17 -4.60304 -2.81913 -0.16164
H18 -4.38581 -1.54892 -1.41013
C7 -0.80172 1.46733 5.39903
N7 -0.75369 2.32146 4.17442
O13 0.18489 3.11575 4.12510
O14 -1.51120 2.05755 3.22503
H19 -0.08889 1.91624 6.09074
H20 -0.72480 0.39713 5.20708
H21 -1.84762 1.65716 5.64021
C8 -4.42507 -0.06948 2.33652
N8 -4.75231 -0.79095 3.59961
O15 -3.81130 -0.94917 4.44071
O16 -5.90132 -1.22063 3.84788
H22 -4.98120 0.86740 2.30368
H23 -4.77507 -0.74513 1.55607
H24 -3.34583 0.00094 2.20093
C9 -4.66028 3.32552 -1.02883
C10 -3.93893 4.18160 0.01045
O17 -3.02196 5.09099 -0.64565
S1 -3.16070 4.97356 -2.31191
O18 -1.86479 4.85485 -2.87515
O19 -4.08566 6.00526 -2.86488
O20 -3.99057 3.54417 -2.27805
H25 -5.69518 3.63043 -1.18411
H26 -5.02884 2.30733 -0.90412
H27 -3.18758 3.64644 0.59113
H28 -4.56533 4.64013 0.77562
C11 -0.25753 -0.46691 0.59063
C12 0.89541 -0.10321 -0.41385
O21 0.53947 1.00843 -1.24268
S2 -0.88694 1.61654 -0.78071
O22 -1.71218 1.77623 -2.00840
O23 -0.79169 2.81044 0.01929
O24 -1.30493 0.23586 0.05515
H29 -0.24995 0.06103 1.54421
H30 -0.39417 -1.54828 0.59835
H31 1.00732 -0.89416 -1.15546
H32 1.91272 0.12257 -0.09415
C13 -0.75308 0.11438 -7.04241
O25 -0.81597 -0.48114 -8.15767
N9 -1.79978 0.22834 -6.12889
C14 -1.58162 0.86642 -4.82282
C15 -3.15025 -0.19866 -6.37771
H33 0.11336 0.55397 -6.52448
H34 -2.14779 1.79295 -4.72755
H35 -0.56308 1.13901 -4.54645
H36 -2.05334 0.28101 -4.03359
H37 -3.52249 -0.80789 -5.55407
H38 -3.86091 0.62716 -6.41068
H39 -3.22552 -0.71191 -7.33636
C16 4.51707 -2.22098 0.92194
O26 3.51018 -1.43773 0.84443
N10 4.45364 -3.44317 1.52272
C17 5.55620 -4.35216 1.57487
C18 3.23640 -3.86682 2.23696
H40 5.55215 -1.99742 0.62055
H41 6.34008 -4.00095 0.90383
H42 5.35187 -5.41474 1.44341
H43 5.81674 -4.36398 2.63320
H44 2.73991 -4.79216 1.94480
H45 3.38998 -3.98012 3.31012
H46 2.45692 -3.10927 2.15560
C19 2.21598 -6.35517 -2.28430
O27 1.11355 -6.87928 -2.29505
N11 2.41513 -5.10214 -1.90256
C20 1.42966 -4.17101 -1.38437
C21 3.78439 -4.50019 -1.97826
H47 3.11556 -6.80817 -2.72899
H48 0.53251 -4.78955 -1.35919
H49 1.26499 -3.30031 -2.01910
H50 1.65408 -3.89857 -0.35311
H51 3.76808 -3.54973 -2.51162
H52 4.06602 -4.36780 -0.93363
H53 4.57273 -5.12872 -2.39249

**Energy relative to the best compared isomer or geometry (same formula, charge and spin)**: 0.0 kcal per mole
**Net charge**: 0
**Lowest unoccupied orbital energy**: -1.07 eV
**Spin multiplicity**: 1
**Energy**: -115951.8957 eV
**M**: 955.84 g mol⁻¹
**HOMO energy**: -9.0 eV
**Kohn-Sham gap**: 7.935 eV

***

Entry 4:
This record from OMol25 describes C33H25F4MoN4S3 as an isolated structure at a distorted geometry. The level of theory is ωB97M-V/def2-TZVPD.

Element x y z (Å)
Mo1 -1.41918 -0.23424 -0.22919
C1 -5.08914 -1.02385 -1.16517
C2 -4.43936 -0.52688 -2.43878
S1 -2.64238 -0.80468 -2.60686
C3 -2.46083 -2.61498 -2.79562
C4 -2.69372 -3.41221 -1.52976
S2 -1.67677 -2.78693 -0.13227
C5 -2.79729 -3.00739 1.29143
C6 -4.13336 -2.27414 1.23372
S3 -4.10966 -0.66831 0.35632
H1 -5.30401 -2.08915 -1.19272
H2 -6.03383 -0.49790 -1.01856
H3 -4.52225 0.55769 -2.52681
H4 -4.91781 -0.97515 -3.31178
H5 -1.44256 -2.74624 -3.17315
H6 -3.15200 -2.93147 -3.57920
H7 -2.37243 -4.44513 -1.68754
H8 -3.73638 -3.42625 -1.22493
H9 -2.19959 -2.67407 2.14329
H10 -2.96089 -4.08246 1.39520
H11 -4.44999 -2.03550 2.25172
H12 -4.91852 -2.88144 0.78513
F1 -1.11483 2.64325 -3.05204
C7 -0.33704 3.02461 -4.08875
C8 -0.72291 4.09518 -4.83647
F2 -1.83779 4.72295 -4.51401
C9 0.07470 4.56061 -5.93543
C10 1.28709 3.83108 -6.18896
C11 1.65938 2.75283 -5.42364
F3 2.76847 2.10061 -5.70869
C12 0.86887 2.30574 -4.32804
C13 1.26077 1.24196 -3.48522
C14 0.46796 0.78328 -2.46735
N1 -0.16167 0.33192 -1.58731
C15 2.50253 0.55248 -3.61095
N2 3.47145 -0.04933 -3.68619
F4 2.04674 4.20095 -7.19087
C16 -0.31007 5.65415 -6.70409
C17 0.46342 6.18609 -7.76068
N3 1.05732 6.67469 -8.61184
C18 -1.53826 6.33386 -6.51552
N4 -2.54860 6.86611 -6.40692
C19 -0.83550 5.72069 3.45119
C20 -0.36817 5.75704 2.13756
C21 -0.42709 4.63049 1.35141
C22 -0.97611 3.42669 1.85615
C23 -1.36012 3.38934 3.21920
C24 -1.31607 4.52821 3.99000
C25 -1.15914 2.33395 0.95339
C26 -1.86115 1.17188 1.18314
C27 -2.70085 0.89058 2.33749
C28 -3.89620 1.60240 2.54413
C29 -4.72076 1.29573 3.60862
C30 -4.36337 0.29397 4.50331
C31 -3.18561 -0.41822 4.31095
C32 -2.36746 -0.14154 3.23047
H13 -0.79958 6.60549 4.06935
H14 0.03581 6.67463 1.73806
H15 -0.07197 4.66537 0.33183
H16 -1.66080 2.45728 3.66972
H17 -1.63559 4.48726 5.02150
H18 -0.68209 2.47050 -0.02683
H19 -4.16763 2.39084 1.85697
H20 -5.63860 1.84447 3.75378
H21 -4.98942 0.06838 5.35334
H22 -2.90852 -1.18671 5.01577
H23 -1.42194 -0.65976 3.11151
C33 0.17440 -0.82177 0.77718
H24 0.70650 -1.76681 0.64837
H25 0.67160 -0.20644 1.52533

**Energy relative to the best compared isomer or geometry (same formula, charge and spin)**: 44.5 kcal per mole
**Net charge**: +3
**Lowest unoccupied orbital energy (alpha / beta)**: -10.92 / -10.94 eV
**Spin multiplicity**: 1
**Energy**: -85784.8370 eV
**M**: 745.72 g mol⁻¹
**HOMO energy (alpha / beta)**: -16.3 / -16.3 eV
**Kohn-Sham gap (alpha / beta)**: 5.374 / 5.358 eV